# 1
{"formula": "C4H11N3", "method": "ωB97M-V/def2-TZVPD", "spin_multiplicity": 1, "lumo_energy_ev": 0.9, "smiles": "N/C=N\\CCCN", "relative_energy_ev": 2.083, "largest_force_ev_per_a": 2.40, "symbols": ["N", "C", "N", "C", "C", "C", "N", "H", "H", "H", "H", "H", "H", "H", "H", "H", "H", "H"], "coordinates": [[1.53812, -1.82156, -1.15546], [1.39794, -1.60042, 0.20884], [0.37807, -1.25145, 0.90217], [-0.72796, -0.66622, 0.13641], [-0.49102, 0.61237, -0.71001], [-0.29452, 1.82234, 0.18599], [-1.59042, 2.33817, 0.69419], [2.21332, -1.17984, -1.56076], [0.68423, -1.85177, -1.69398], [2.37461, -1.61948, 0.70769], [-1.19083, -1.29552, -0.65324], [-1.52009, -0.54500, 0.88024], [-1.26699, 0.77108, -1.44698], [0.42451, 0.50082, -1.32795], [0.14658, 2.58769, -0.46770], [0.35444, 1.71781, 1.06113], [-1.59807, 3.33961, 0.64690], [-1.84803, 1.88105, 1.54651]], "lowdin_charge": [0.064, -0.307, 0.030, -0.263, -0.209, -0.290, -0.009, 0.091, 0.075, 0.109, 0.100, 0.097, 0.105, 0.093, 0.104, 0.108, 0.051, 0.052]}



# 2
{"formula": "C3H3N3O", "method": "ωB97M-V/def2-TZVPD", "spin_multiplicity": 1, "lumo_energy_ev": [-1.0, -1.0], "relative_energy_ev": 7.201, "largest_force_ev_per_a": 3.26, "symbols": ["C", "C", "C", "N", "N", "N", "O", "H", "H", "H"], "coordinates": [[2.06401, -0.15601, -0.01825], [-0.70002, -1.00153, -0.38553], [-1.51975, -0.01125, -0.26321], [2.97663, -0.77915, 0.29091], [0.28572, 1.26001, 0.29781], [0.94613, 0.40154, -0.50357], [-1.04990, 1.26218, -0.03957], [-0.60965, -2.07834, -0.27538], [-2.64326, -0.13083, -0.44304], [0.25010, 1.23336, 1.33982]], "lowdin_charge": [-0.345, 0.162, -0.222, 0.142, -0.095, 0.035, -0.077, 0.076, 0.157, 0.167]}



# 3
{"formula": "C7H10N3O4S", "method": "ωB97M-V/def2-TZVPD", "charge": -1, "spin_multiplicity": 1, "lumo_energy_ev": 3.3, "smiles": "CON1N=C(S(=O)(=O)[O-])CC[C@@H]1C=C=N", "relative_energy_ev": 1.237, "largest_force_ev_per_a": 4.20, "symbols": ["C", "O", "N", "N", "C", "S", "O", "O", "O", "C", "C", "C", "C", "C", "N", "H", "H", "H", "H", "H", "H", "H", "H", "H", "H"], "coordinates": [[1.57472, -2.48556, -1.17750], [1.60066, -2.06172, 0.23363], [0.92979, -1.00156, 0.71585], [-0.40234, -1.02738, 0.34563], [-1.15006, -0.05311, 0.68707], [-2.84775, -0.19298, 0.02179], [-3.61019, 0.88000, 0.68980], [-2.68379, 0.14653, -1.37081], [-3.37237, -1.52543, 0.22060], [-0.83890, 1.19825, 1.39484], [0.66826, 1.19939, 1.67368], [1.44992, 0.38589, 0.69670], [1.44427, 0.88241, -0.72746], [0.38304, 1.17397, -1.40047], [-0.56865, 1.74982, -1.91683], [0.73435, -2.20635, -1.74727], [1.63200, -3.51561, -1.27634], [2.54377, -2.15043, -1.74094], [-1.55638, 1.32652, 2.23234], [-1.20362, 2.09098, 0.78131], [0.88413, 0.69701, 2.56397], [1.01892, 2.12886, 1.62942], [2.52653, 0.38559, 0.94265], [2.38450, 0.67481, -1.30543], [-1.54080, 1.30009, -2.16626]], "lowdin_charge": [-0.060, -0.133, -0.169, 0.137, -0.344, 0.421, -0.388, -0.385, -0.353, -0.141, -0.125, -0.283, -0.098, -0.224, 0.153, 0.057, 0.039, 0.100, 0.124, 0.140, 0.103, 0.075, 0.144, 0.113, 0.095]}



# 4
{"formula": "C6H13NO3", "method": "ωB97M-V/def2-TZVPD", "spin_multiplicity": 1, "lumo_energy_ev": 0.4, "smiles": "CC(=O)N(C)[C@@H](C)C=O.O", "relative_energy_ev": 3.184, "largest_force_ev_per_a": 5.08, "symbols": ["C", "C", "O", "N", "C", "C", "C", "C", "O", "H", "H", "H", "H", "H", "H", "H", "H", "H", "H", "H", "O", "H", "H"], "coordinates": [[1.45291, 1.92575, 2.44855], [0.19944, 1.31561, 1.85864], [-0.85330, 1.92463, 2.02930], [0.13129, -0.26561, 1.70810], [1.31633, -0.99089, 2.13297], [-1.16880, -0.82862, 1.37313], [-1.66752, -0.55372, -0.04028], [-1.36333, -2.29096, 1.72457], [-1.50758, -3.18488, 0.92633], [1.37560, 3.01396, 2.37188], [1.55609, 1.65449, 3.50824], [2.35166, 1.57493, 1.92553], [2.19244, -0.79939, 1.49754], [1.59984, -0.72888, 3.15810], [1.20631, -2.07944, 2.05554], [-1.85434, -0.30044, 2.06040], [-1.66517, 0.51861, -0.26647], [-0.98215, -0.97352, -0.78649], [-2.71044, -0.86423, -0.16736], [-1.16655, -2.52055, 2.79712], [1.52280, -0.02278, -1.41222], [1.25309, -0.76197, -0.60698], [2.46489, 0.16696, -1.27192]], "lowdin_charge": [-0.017, -0.330, 0.055, -0.078, -0.100, -0.355, -0.043, -0.227, 0.073, 0.090, 0.095, 0.075, 0.072, 0.084, 0.090, 0.143, 0.081, 0.073, 0.091, 0.130, -0.146, 0.127, 0.017]}



# 5
{"formula": "C36H39N3OPPdS", "method": "ωB97M-V/def2-TZVPD", "charge": -1, "spin_multiplicity": 3, "lumo_energy_ev": [2.7, 1.4], "largest_force_ev_per_a": 0.53, "symbols": ["Pd", "C", "C", "C", "P", "C", "C", "C", "C", "C", "C", "C", "C", "C", "C", "N", "C", "C", "C", "C", "C", "C", "C", "C", "C", "H", "H", "H", "H", "H", "H", "H", "H", "H", "H", "H", "H", "H", "H", "H", "H", "H", "H", "H", "H", "H", "H", "H", "H", "H", "H", "H", "H", "H", "H", "H", "S", "C", "C", "C", "C", "C", "C", "N", "C", "C", "C", "C", "C", "C", "C", "H", "H", "H", "H", "H", "H", "H", "H", "O", "C", "N"], "coordinates": [[0.34889, 0.18653, -0.45208], [5.31639, 0.96779, -0.20272], [3.94320, 0.75928, -0.84074], [4.04100, -0.09540, -2.10550], [2.55551, 0.13072, 0.21484], [2.86330, 0.89194, 1.86496], [2.73284, 2.41323, 1.79177], [1.88073, 0.31640, 2.88901], [2.85000, -1.62134, 0.53362], [4.08134, -2.15399, 0.92992], [4.26976, -3.49018, 1.23796], [5.61257, -4.03856, 1.65478], [3.13391, -4.30800, 1.15578], [1.89650, -3.82376, 0.79874], [1.69320, -2.44861, 0.47054], [0.49028, -1.91689, 0.17586], [-0.62526, -2.76490, 0.13330], [-0.84407, -3.64610, -0.93469], [0.12085, -3.68942, -2.08911], [-1.96352, -4.48202, -0.92329], [-2.88128, -4.46606, 0.11624], [-4.10614, -5.34925, 0.10163], [-2.65771, -3.56727, 1.15667], [-1.56672, -2.70846, 1.17019], [-1.39420, -1.70484, 2.27683], [5.95247, 1.53930, -0.88666], [5.82550, 0.02279, -0.01117], [5.26472, 1.52048, 0.73570], [3.57527, 1.74394, -1.14723], [4.46373, -1.07568, -1.87483], [4.68043, 0.39167, -2.84770], [3.05946, -0.25762, -2.55535], [3.87816, 0.61631, 2.17070], [1.71733, 2.69311, 1.49894], [3.41622, 2.86689, 1.06866], [2.93630, 2.86128, 2.76963], [0.85340, 0.56939, 2.62316], [2.09146, 0.73172, 3.88002], [1.94537, -0.77135, 2.94738], [4.93356, -1.48768, 1.02628], [6.36074, -3.24376, 1.69446], [5.98134, -4.79695, 0.95756], [5.57976, -4.50380, 2.64463], [3.22642, -5.36339, 1.40200], [1.04252, -4.49068, 0.78059], [0.60558, -2.72154, -2.21266], [-0.39935, -3.94781, -3.01412], [0.91323, -4.42684, -1.92829], [-2.12045, -5.15773, -1.76200], [-4.04111, -6.09762, -0.69006], [-5.01884, -4.76965, -0.06671], [-4.23064, -5.87602, 1.05078], [-3.37969, -3.50341, 1.96806], [-2.25199, -1.72699, 2.95136], [-1.29281, -0.69573, 1.87383], [-0.48375, -1.89700, 2.85167], [-2.69877, 4.78531, -1.02802], [-1.00016, 4.84982, -0.66579], [-0.46764, 6.13206, -0.47302], [0.89838, 6.34926, -0.43267], [1.74869, 5.25008, -0.55959], [1.23253, 3.98042, -0.70754], [-0.15044, 3.72207, -0.75249], [-0.49801, 2.40178, -0.88862], [-1.70582, 1.87462, -0.80739], [-3.88831, 1.33078, -0.34730], [-5.26055, 1.19477, -0.03222], [-5.84080, -0.03821, -0.18183], [-5.07531, -1.14035, -0.65105], [-3.73883, -1.03006, -0.96536], [-3.11476, 0.21490, -0.80019], [-1.15612, 6.96270, -0.36989], [1.29243, 7.34839, -0.29322], [2.82314, 5.38875, -0.53539], [1.87671, 3.11654, -0.80445], [-5.83174, 2.04846, 0.31228], [-6.88876, -0.17826, 0.04996], [-5.56182, -2.10361, -0.76208], [-3.16655, -1.88015, -1.31723], [-3.24239, 3.65669, 0.08083], [-2.99079, 2.38995, -0.34999], [-1.81610, 0.54026, -1.06229]], "lowdin_spin": [0.705, 0.005, 0.017, 0.001, 0.049, 0.009, 0.003, -0.001, 0.001, 0.002, -0.001, 0.000, 0.001, 0.001, 0.004, 0.067, 0.003, 0.008, 0.001, -0.001, 0.009, 0.002, -0.002, 0.007, 0.001, 0.001, 0.000, 0.000, 0.002, 0.000, 0.000, 0.000, 0.002, 0.001, 0.000, 0.000, -0.001, 0.000, 0.000, 0.000, 0.000, 0.000, 0.000, 0.000, 0.000, -0.001, 0.000, 0.001, 0.000, 0.000, 0.001, 0.000, 0.000, 0.000, -0.001, 0.000, 0.049, 0.043, -0.003, 0.045, -0.004, 0.036, 0.009, 0.201, 0.087, 0.025, 0.074, 0.004, 0.106, -0.009, 0.101, 0.000, 0.003, -0.001, 0.003, 0.004, -0.002, 0.007, -0.003, 0.060, 0.257, 0.009]}